Arrangement A

2 unconnected molecules or ions with the total composition C4H14NS2. Source: the OMol25 dataset; level of theory: ωB97M-V with the def2-TZVPD basis set.

XYZ file:
```
21
Properties=species:S:1:pos:R:3:mulliken_charge:R:1
C -1.85 0.80 -1.46 -0.802
S -0.12 1.29 -1.75 -0.116
C 0.42 0.44 -3.28 -0.768
H -1.98 -0.26 -1.66 0.314
H -2.48 1.32 -2.18 0.329
H -2.10 0.98 -0.41 0.303
H 1.50 0.20 -3.15 0.299
H -0.09 -0.55 -3.48 0.282
H 0.33 1.11 -4.16 0.316
C 0.08 -0.32 1.46 -0.527
C 0.77 -0.62 2.82 -0.877
S -0.14 -0.05 4.35 -0.132
N 0.89 -0.80 0.33 -0.193
H -0.14 0.74 1.41 0.416
H -0.83 -0.94 1.42 0.390
H 1.75 -0.17 2.69 0.427
H 0.91 -1.70 2.91 0.376
H -0.22 1.22 3.96 0.138
H 0.39 -0.64 -0.58 0.017
H 1.14 -1.78 0.43 0.388
H 1.77 -0.27 0.33 0.418
```

Output
LUMO level ... -3.43 eV
Charge ... +1
Molar mass ... 140.30 g mol⁻¹
Gap between HOMO and LUMO ... 9.3 eV
Highest occupied orbital energy ... -12.7 eV

Arrangement B

2 unconnected molecules or ions with the total composition C4H14NS2. Source: the OMol25 dataset; level of theory: ωB97M-V with the def2-TZVPD basis set.

XYZ file:
```
21
Properties=species:S:1:pos:R:3:mulliken_charge:R:1
C -0.55 1.70 0.97 -0.846
N 0.38 1.40 -0.15 -0.056
C 1.32 2.51 -0.46 -0.861
H -1.21 0.86 1.12 0.258
H 0.04 1.89 1.86 0.388
H -1.12 2.59 0.72 0.408
H -0.18 1.12 -0.97 0.365
H 0.88 0.52 0.08 0.186
H 0.75 3.43 -0.58 0.353
H 1.87 2.28 -1.37 0.346
H 2.01 2.62 0.37 0.369
C -0.53 -2.06 2.02 -0.759
S 0.52 -1.83 0.54 -0.098
S -0.99 -1.42 -0.85 -0.108
C -0.32 -2.21 -2.33 -0.818
H -1.58 -2.00 1.75 0.310
H -0.32 -3.04 2.43 0.331
H -0.28 -1.30 2.76 0.270
H -0.36 -3.29 -2.21 0.319
H -0.99 -1.91 -3.13 0.344
H 0.69 -1.88 -2.55 0.300
```

Output
LUMO level ... -2.95 eV
Charge ... +1
Molar mass ... 140.30 g mol⁻¹
Gap between HOMO and LUMO ... 9.1 eV
Highest occupied orbital energy ... -12.1 eV

What is the stability order? It is arrangement B, arrangement A, from most stable to least stable.

Arrangement A

A molecular structure, CH5NP2. Source: the OMol25 dataset; level of theory: ωB97M-V with the def2-TZVPD basis set.

XYZ file:
```
9
Properties=species:S:1:pos:R:3:mulliken_charge:R:1
C 0.41 -0.19 -0.37 0.187
N 1.19 -0.59 -1.23 -0.496
P -1.45 -0.57 -0.46 -0.122
P 0.78 1.66 1.01 -0.053
H 2.19 -0.35 -1.23 0.274
H -1.84 -1.50 0.46 0.048
H -1.25 -1.63 -1.39 0.067
H -0.63 2.05 0.91 0.039
H 0.60 1.11 2.30 0.058
```

Output
LUMO level ... 0.33 eV
Molar mass ... 93.01 g mol⁻¹
Gap between HOMO and LUMO ... 8.8 eV
Highest occupied orbital energy ... -8.5 eV

Arrangement B

CH5NP2 in the gas phase. Source: the OMol25 dataset; level of theory: ωB97M-V with the def2-TZVPD basis set.

XYZ file:
```
9
Properties=species:S:1:pos:R:3:mulliken_charge:R:1
H 3.83 0.56 -0.58 0.057
P 2.61 0.59 0.30 0.021
N 1.77 -0.67 -0.18 -0.167
P 0.32 -1.50 0.06 0.170
C -0.94 0.34 0.57 -0.863
H 0.02 -1.30 -1.29 0.056
H -0.24 1.06 0.88 0.207
H -1.92 0.32 1.13 0.262
H -1.12 0.49 -0.54 0.256
```

Output
LUMO level ... -0.70 eV
Molar mass ... 93.01 g mol⁻¹
Gap between HOMO and LUMO ... 7.9 eV
SMILES ... [H]/P=N/PC
Highest occupied orbital energy ... -8.6 eV

What is the stability order? It is arrangement B, arrangement A, from most stable to least stable.

Arrangement A

2 unconnected molecules or ions with the total composition C6H7I. Source: the OMol25 dataset; level of theory: ωB97M-V with the def2-TZVPD basis set.

XYZ file:
```
14
Properties=species:S:1:pos:R:3:mulliken_charge:R:1
C -0.47 -0.54 -0.25 -0.006
C 0.49 0.15 -0.01 -0.266
C -2.95 -2.34 -1.02 -0.432
C -2.64 -1.27 -0.42 -0.032
C 2.42 1.44 1.20 -0.986
C 1.70 0.96 -0.10 -0.373
I -3.97 0.26 0.22 0.151
H -3.97 -2.71 -1.17 0.308
H -2.18 -3.14 -1.45 0.232
H 3.02 2.26 0.88 0.313
H 2.92 0.63 1.62 0.318
H 1.70 1.88 1.97 0.279
H 2.52 0.51 -0.76 0.272
H 1.41 1.90 -0.71 0.222
```

Output
LUMO level ... -1.03 eV
Molar mass ... 206.03 g mol⁻¹
Gap between HOMO and LUMO ... 8.3 eV
Highest occupied orbital energy ... -9.4 eV

Arrangement B

C6H7I in the gas phase. Source: the OMol25 dataset; level of theory: ωB97M-V with the def2-TZVPD basis set.

XYZ file:
```
14
Properties=species:S:1:pos:R:3:mulliken_charge:R:1
C 0.53 -1.81 0.37 -1.190
C 0.36 -0.37 0.01 0.887
C 1.19 0.86 -0.22 -0.592
C -0.06 0.85 0.64 0.082
C -1.46 1.08 0.48 -0.463
C -0.99 0.16 -0.57 -0.346
I -1.09 0.65 -2.66 -0.025
H 0.62 -2.30 -0.60 0.326
H -0.15 -2.37 1.04 0.281
H 1.60 -1.74 0.84 0.278
H 1.36 1.25 -1.32 0.106
H 2.08 0.96 0.46 0.257
H -2.14 0.68 1.26 0.171
H -1.86 2.12 0.27 0.228
```

Output
LUMO level ... 0.44 eV
Molar mass ... 206.03 g mol⁻¹
Gap between HOMO and LUMO ... 8.4 eV
SMILES ... C[C@]12C[C@@]13C[C@]23I
Highest occupied orbital energy ... -7.9 eV

What is the stability order? It is arrangement B, arrangement A, from most stable to least stable.

Arrangement A

2 unconnected molecules or ions with the total composition CH4BrP. Source: the OMol25 dataset; level of theory: ωB97M-V with the def2-TZVPD basis set.

XYZ file:
```
7
Properties=species:S:1:pos:R:3:mulliken_charge:R:1
C 1.52 1.21 -0.03 -0.602
P -2.52 -1.51 -0.07 -0.073
Br -0.09 0.53 -0.59 -0.021
H 2.41 0.66 -0.44 0.296
H 1.62 2.11 0.65 0.319
H -1.71 -1.05 0.97 0.045
H -1.22 -1.95 -0.49 0.037
```

Output
LUMO level (spin up / spin down) ... -1.31 / -0.17 eV
Molar mass ... 126.92 g mol⁻¹
Gap between HOMO and LUMO (spin up / spin down) ... 7.0 / 8.6 eV
Highest occupied orbital energy (spin up / spin down) ... -8.3 / -8.8 eV

Arrangement B

A molecular structure, CH4BrP. Source: the OMol25 dataset; level of theory: ωB97M-V with the def2-TZVPD basis set.

XYZ file:
```
7
Properties=species:S:1:pos:R:3:mulliken_charge:R:1
C -0.14 -0.50 0.82 -1.036
P -0.64 0.49 -1.29 0.096
Br 0.55 2.23 -0.75 -0.128
H -0.72 0.12 1.44 0.329
H 0.86 -0.38 0.86 0.382
H -0.16 -1.67 0.83 0.289
H 0.26 -0.29 -1.93 0.068
```

Output
LUMO level ... 0.37 eV
Molar mass ... 126.92 g mol⁻¹
Gap between HOMO and LUMO ... 9.5 eV
Highest occupied orbital energy ... -9.1 eV

What is the stability order? It is arrangement B, arrangement A, from most stable to least stable.

Arrangement A

4 unconnected molecules or ions with the total composition C3H14NO4. Source: the OMol25 dataset; level of theory: ωB97M-V with the def2-TZVPD basis set.

XYZ file:
```
22
Properties=species:S:1:pos:R:3:mulliken_charge:R:1
O -1.99 2.43 0.23 -0.385
C -2.18 1.40 -0.29 -0.180
C -1.49 0.16 0.10 0.472
C -1.29 -0.87 -1.05 -1.740
N 0.01 0.27 0.67 -0.351
H -2.99 1.34 -0.98 0.402
H -2.07 -0.47 0.86 0.250
H -0.83 -0.48 -1.95 0.573
H -2.20 -1.22 -1.38 0.463
H -0.66 -1.77 -0.93 0.378
H 0.15 1.16 1.21 0.479
H 0.56 0.37 -0.22 0.408
H 0.33 -0.48 1.15 0.271
H 1.53 -1.54 -3.75 0.315
H 1.35 -0.12 -4.56 0.321
O 1.07 -0.69 -3.81 -0.625
H 2.51 2.54 1.84 0.345
H 2.37 1.20 2.58 0.301
O 2.10 1.58 1.75 -0.640
H 1.02 -1.00 3.30 0.295
H 1.72 -2.21 2.67 0.334
O 0.99 -1.59 2.58 -0.686
```

Output
LUMO level ... -3.16 eV
Charge ... +1
Molar mass ... 128.15 g mol⁻¹
Gap between HOMO and LUMO ... 11.0 eV
Highest occupied orbital energy ... -14.2 eV

Arrangement B

4 unconnected molecules or ions with the total composition C3H14NO4. Source: the OMol25 dataset; level of theory: ωB97M-V with the def2-TZVPD basis set.

XYZ file:
```
22
Properties=species:S:1:pos:R:3:mulliken_charge:R:1
O -0.06 2.40 -0.92 -0.431
C -0.83 1.48 -1.09 -0.029
C -1.06 0.36 -0.10 0.349
C -1.44 -0.93 -0.90 -1.305
N 0.17 0.10 0.79 -0.149
H -1.42 1.29 -2.02 0.317
H -1.92 0.57 0.55 0.254
H -0.82 -1.44 -1.63 0.352
H -2.47 -0.67 -1.33 0.405
H -1.62 -1.77 -0.08 0.337
H 0.71 0.98 0.90 0.202
H 0.83 -0.55 0.31 0.393
H -0.08 -0.25 1.69 0.394
H 1.46 -2.20 -3.16 0.316
H 0.65 -1.08 -3.86 0.324
O 0.88 -1.43 -2.95 -0.648
H 3.07 2.57 1.60 0.303
H 1.87 2.89 0.72 0.334
O 2.28 2.17 1.28 -0.680
H 0.72 -1.81 3.34 0.323
H -0.76 -1.29 3.82 0.331
O -0.14 -1.39 3.04 -0.693
```

Output
LUMO level ... -3.14 eV
Charge ... +1
Molar mass ... 128.15 g mol⁻¹
Gap between HOMO and LUMO ... 11.1 eV
Highest occupied orbital energy ... -14.3 eV

What is the stability order? It is arrangement B, arrangement A, from most stable to least stable.

Arrangement A

2 unconnected molecules or ions with the total composition C3H12N. Source: the OMol25 dataset; level of theory: ωB97M-V with the def2-TZVPD basis set.

XYZ file:
```
16
Properties=species:S:1:pos:R:3:mulliken_charge:R:1
N -1.94 -0.73 0.79 -0.440
H -2.57 -1.01 0.03 0.421
H -1.40 0.00 0.16 0.162
H -2.58 -0.71 1.55 0.320
H -1.17 -1.41 1.05 0.424
C 1.23 -0.23 0.70 -0.997
C 0.96 -0.02 -0.75 -0.515
C 0.44 1.33 -1.02 -0.914
H 2.17 0.31 0.96 0.368
H 1.44 -1.26 0.82 0.421
H 0.31 -0.11 1.33 0.176
H 0.44 -1.00 -1.13 0.291
H 1.87 -0.16 -1.30 0.349
H 0.87 1.94 -0.26 0.287
H 0.59 1.84 -2.00 0.338
H -0.64 1.22 -0.92 0.312
```

Output
LUMO level ... -4.28 eV
Charge ... +1
Molar mass ... 62.14 g mol⁻¹
Gap between HOMO and LUMO ... 10.9 eV
Highest occupied orbital energy ... -15.1 eV

Arrangement B

2 unconnected molecules or ions with the total composition C3H12N. Source: the OMol25 dataset; level of theory: ωB97M-V with the def2-TZVPD basis set.

XYZ file:
```
16
Properties=species:S:1:pos:R:3:mulliken_charge:R:1
N -2.29 -0.36 -0.09 -0.380
H -2.01 -0.09 -1.04 0.394
H -2.67 0.50 0.32 0.386
H -3.10 -0.98 -0.12 0.421
H -1.48 -0.71 0.43 0.159
C 1.00 -1.13 0.21 -1.314
C 0.90 0.19 -0.55 -0.120
C 0.99 1.39 0.39 -1.047
H 1.88 -1.17 0.85 0.374
H 0.93 -2.03 -0.40 0.317
H 0.24 -1.19 1.02 0.351
H 0.00 0.19 -1.17 0.189
H 1.74 0.27 -1.24 0.316
H 0.87 2.30 -0.19 0.331
H 0.21 1.37 1.15 0.280
H 1.97 1.43 0.86 0.344
```

Output
LUMO level ... -4.26 eV
Charge ... +1
Molar mass ... 62.14 g mol⁻¹
Gap between HOMO and LUMO ... 11.3 eV
Highest occupied orbital energy ... -15.5 eV

What is the stability order? It is arrangement B, arrangement A, from most stable to least stable.